[1]
ORCA calculation (ωB97M-V/def2-TZVPD) on a 5-piece molecular cluster, C5H26BN8O8P2S overall.

The geometry in XYZ format:
```
51
Properties=species:S:1:pos:R:3:forces:R:3
H -3.184959 0.493123 -1.545219 0.24 0.04 -0.10
P 0.727300 1.390295 -1.852777 0.31 0.79 -0.54
N 0.714926 -4.529988 3.480501 0.12 0.00 -0.01
H 1.920567 1.588990 -0.063340 0.15 0.24 0.28
O -1.300353 -0.396647 1.173128 -0.16 -0.73 -0.01
S 1.215522 1.822697 -3.707956 0.24 -0.15 -0.20
O 1.830992 2.105438 -0.879020 -0.09 -0.62 0.04
H 0.050489 -4.937397 4.109886 -0.01 0.01 0.00
H 0.851360 2.321348 3.139167 0.09 -0.04 -0.20
B -2.281478 -0.381356 0.198868 -0.06 0.09 -0.16
H -0.702090 1.593788 -5.167142 -0.13 -0.06 0.24
H 1.572808 -6.689530 4.506361 -0.01 0.00 -0.01
C -0.097234 3.975554 2.277260 0.13 -0.05 -0.27
O -3.477944 -1.044699 0.563286 0.23 0.44 0.20
H 2.220773 -0.996867 0.084770 -0.11 -0.08 -0.05
C 2.728506 -0.686760 2.033188 -0.06 -0.21 0.00
H -0.734427 3.435687 -1.205661 0.15 -0.13 -0.10
H -3.445659 -1.956809 0.284751 -0.11 -0.28 -0.05
H 0.976455 5.703693 2.176011 0.00 -0.03 -0.07
H 1.082786 -0.664373 -2.404234 0.06 -0.07 -0.17
H 2.322991 -2.458803 1.032226 0.11 -0.02 0.02
N -3.518229 0.577787 -6.409218 0.01 0.01 -0.09
H 2.828036 -2.386300 3.216974 0.17 -0.14 -0.02
N 0.022789 2.686755 2.708693 -0.24 0.04 0.33
N 2.211166 -6.250260 3.871854 0.01 0.03 -0.01
P -1.379911 2.127940 -1.168672 -1.40 0.54 0.63
H -3.958137 1.464567 -6.558817 -0.01 0.01 0.05
O 2.731085 -4.569020 2.445364 0.05 0.20 0.01
H -2.056552 2.501713 -5.746227 -0.06 0.00 0.12
O 1.048061 -0.215112 -1.553127 0.16 -0.15 0.36
H -0.884987 1.980724 0.196125 0.27 -0.25 -0.08
N 2.946034 -1.390154 3.185539 -0.04 0.01 0.14
H 3.209991 -0.884598 4.008495 -0.02 0.04 -0.03
O -1.089897 4.412674 1.726346 -0.01 0.03 0.23
H 0.477665 -3.673373 3.010851 -0.04 -0.01 0.00
N -1.626085 1.611710 -5.587057 0.16 -0.15 -0.30
N 2.381621 -1.457174 0.969731 -0.08 0.17 -0.17
C -2.153502 0.352115 -1.182245 -0.34 -0.33 0.20
H -0.737034 2.062731 2.504203 0.03 -0.06 -0.17
H -1.665042 -0.294402 -1.930007 0.10 0.22 0.12
H -1.802670 2.280128 -2.557228 0.27 -0.13 -0.08
H 3.100846 -6.676488 3.694127 0.00 0.01 -0.01
H -4.014094 -0.263390 -6.629871 0.01 -0.02 0.04
C 1.934810 -5.082877 3.216797 -0.24 0.00 0.02
H 1.849344 4.410978 2.927192 0.04 -0.05 -0.10
N 1.011705 4.757610 2.502054 -0.02 0.11 0.22
O -1.757169 -0.659272 -5.701156 -0.02 -0.05 -0.04
C -2.249067 0.443258 -5.878824 -0.02 0.14 0.07
H -0.425629 -0.279281 0.796203 0.15 0.54 -0.10
O 2.828996 0.532286 1.979026 -0.09 0.16 -0.05
H -2.627040 2.698714 -0.663985 0.08 -0.05 -0.13
```
Forces are in eV/Å.

Net charge: -1



[2]
ORCA calculation (ωB97M-V/def2-TZVPD) on C2H3N3 in the gas phase.

The geometry in XYZ format:
```
8
Properties=species:S:1:pos:R:3:forces:R:3
N -0.635660 -1.352576 0.276579 0.19 0.19 0.17
N -1.063114 -0.083044 0.129682 0.27 -0.03 0.22
H 2.099148 0.165936 -0.327943 -0.19 -0.17 -0.25
H -1.880964 0.192960 0.649011 -0.35 -0.11 -0.47
N 0.633728 -1.363114 0.050336 -0.09 0.15 0.07
C -0.029544 0.739939 -0.179404 0.00 -0.05 0.18
H -0.179221 1.786396 -0.393561 0.13 -0.07 0.22
C 1.055630 -0.086499 -0.204700 0.03 0.09 -0.15
```
Forces are in eV/Å.

Relative energy (zero: lowest compared OMol25 entry of this formula, charge and spin) (kcal per mole): 21.2
Net charge: 0



[3]
ORCA calculation (ωB97M-V/def2-TZVPD) on H30O19PZr2 as an isolated structure.

The geometry in XYZ format:
```
52
Properties=species:S:1:pos:R:3:forces:R:3
O 2.344864 -2.945094 -1.228111 0.40 0.05 -0.30
H 2.202852 2.742058 -2.978433 -0.09 0.42 0.03
H 1.676570 0.320328 3.181670 -0.07 -0.74 0.28
O 0.376317 1.237635 1.011807 -0.01 0.13 -0.24
O 1.304339 -1.916358 -3.385598 0.36 -0.23 0.05
H -1.342935 -0.580619 -3.097392 0.31 0.24 0.27
H -2.623820 -2.631562 -0.788230 0.09 0.04 -0.16
H -2.220243 -4.059580 -1.210432 0.16 0.04 0.07
O 2.030442 -1.275063 3.006707 -0.23 0.59 -0.50
O -2.901741 1.381487 -0.372265 0.13 0.08 0.25
H -1.619485 -2.073583 -3.551329 0.10 -0.08 0.20
O -0.961076 -0.880239 -0.073583 -3.60 2.07 0.13
H 2.760957 -3.541167 -0.579299 -0.29 -0.07 -0.05
H -2.358421 3.103949 1.606111 0.10 -0.19 -0.25
Zr 0.235152 -2.137001 -1.307590 0.26 -1.22 0.02
H -1.835247 0.347646 2.486071 -0.34 0.01 0.09
H 1.463556 1.703987 -2.121695 0.14 0.00 -0.14
O -1.443598 1.121640 2.978287 0.24 1.47 0.30
P 0.296296 -0.001254 0.116989 0.74 -3.84 -1.93
H -3.796953 1.060893 -0.182397 -0.03 0.25 -0.13
H 0.600153 4.623918 -0.074444 0.36 0.04 -0.08
Zr 0.330982 2.766096 2.280035 0.80 -4.15 -3.38
H 3.260658 2.245812 1.207438 -0.34 0.16 -0.23
O 1.193508 1.133822 3.546209 -0.16 1.65 0.31
O -1.154900 1.046778 -3.294271 -0.47 -0.10 0.18
H 1.940118 -2.497667 -3.844872 -0.13 -0.04 0.13
H -1.679085 3.568181 0.283108 0.23 -0.16 0.08
O -1.851756 -3.198732 -0.933235 0.20 -0.52 -0.09
O 0.496038 -3.710578 0.459521 -0.39 -0.48 -0.30
H 0.096757 -4.587807 0.609731 0.03 0.09 -0.18
H -1.948298 1.583319 -3.455255 0.04 -0.14 -0.31
H 1.292898 3.477065 -0.872899 0.18 -0.64 0.03
O -2.718480 -0.992128 1.804944 0.76 0.38 -0.38
O 1.523754 2.657234 -2.288881 -0.04 -0.36 0.39
O -1.210250 -1.549738 -2.837498 -0.50 0.53 -0.57
H 1.159531 -1.170175 -3.992903 -0.19 -0.10 0.09
H -2.062875 1.271177 3.719066 0.11 -0.18 -0.04
H 3.157654 2.967991 2.572091 0.23 -0.17 -0.26
H 1.754182 -1.382242 2.075098 0.23 -0.33 0.21
O 1.073873 -1.284918 0.445397 3.26 0.12 3.38
O -1.478670 3.258505 1.193129 -0.15 0.65 0.99
H -2.046965 -1.046732 1.085524 -0.82 -0.47 0.49
H 1.673614 -2.027926 3.499943 0.18 0.20 0.31
H 0.808566 -3.424261 1.327658 0.02 0.12 -0.12
H 1.160917 0.981308 4.514640 -0.15 0.11 -0.17
O 0.989599 3.739070 0.059862 -1.22 0.79 1.22
O 0.742241 -0.108267 -1.376415 0.27 3.41 -1.23
H -3.389482 -1.664478 1.634324 -0.17 0.13 0.50
O 2.614299 2.636899 1.825030 -0.36 0.63 1.45
H -2.366559 0.580224 -0.377823 -0.21 -0.13 -0.15
H 3.082792 -2.446070 -1.621627 -0.10 -0.12 -0.08
H -0.632636 1.576200 -2.683894 0.14 0.04 -0.17
```
Forces are in eV/Å.

Relative energy (zero: lowest compared OMol25 entry of this formula, charge and spin) (kcal per mole): 0.0
Net charge: +5



[4]
ORCA calculation (ωB97M-V/def2-TZVPD) on an isolated ion of composition C9H13FNOS2 and charge +1.

The geometry in XYZ format:
```
27
Properties=species:S:1:pos:R:3:forces:R:3
H -2.309180 1.460240 -2.404857 -2.04 -0.21 -0.70
H -1.230554 2.874841 -2.244085 -0.73 -0.05 0.08
H -2.398754 1.963994 -0.162296 0.01 0.02 0.33
F 2.662288 0.121002 -4.724490 -1.34 0.91 1.06
H -1.492777 -0.764951 2.922712 1.07 0.76 -1.15
C 1.673867 -0.334457 -2.657619 -4.09 -0.29 4.12
H -1.067942 0.220941 1.362633 -0.79 -0.78 1.73
C -0.336088 1.102961 -2.597288 1.64 -0.22 -1.49
O -1.303273 0.247928 -0.088240 -0.93 1.31 0.06
C 2.655834 -1.306552 -2.188061 -1.06 -1.08 2.27
C -1.408896 1.811224 -2.010631 0.89 1.50 0.87
H -0.609988 0.663975 3.068841 -0.94 -0.73 -1.15
H -0.646365 2.258587 -0.028890 0.18 -0.14 0.05
H 3.570442 -0.896753 -2.367031 2.86 1.05 -0.56
H 1.080974 -0.473834 3.139956 1.69 0.28 1.77
H 2.624435 -1.423842 -1.066187 -0.24 -0.06 -1.20
H -0.111597 -1.426089 -0.241281 -0.54 0.66 -0.23
C -1.418058 1.666073 -0.516271 -0.60 -0.28 0.38
S 0.461483 1.488316 -4.055809 -1.25 2.60 -2.61
C -0.092867 -0.322324 -0.356536 3.69 -0.90 -4.02
S 1.266975 0.185114 0.793721 0.00 -0.05 0.45
C 0.592606 -0.692234 2.263558 -1.16 0.74 -2.40
H 2.681878 -2.280365 -2.651392 -0.50 -0.28 -0.27
C 1.740414 0.412975 -3.748804 2.56 -0.76 -2.88
N -0.789508 -0.147626 2.412797 -0.68 1.48 1.40
H 0.512802 -1.722137 2.090902 0.14 -1.53 -0.25
C 0.421195 0.047506 -1.998431 2.18 -3.95 4.35
```
Forces are in eV/Å.

2S+1: 3
Net charge: +1



[5]
ORCA calculation (ωB97M-V/def2-TZVPD) on a 2-piece molecular cluster, C5H12N2 overall.

The geometry in XYZ format:
```
19
Properties=species:S:1:pos:R:3:forces:R:3
C 0.621828 0.075816 2.165870 -1.49 2.19 -2.76
H 1.613035 0.005852 2.373553 2.98 0.10 0.22
H 1.607497 2.166768 0.666688 1.91 1.72 1.29
C 0.094689 0.823567 1.171494 1.16 -0.91 0.35
H -1.637525 0.585208 -0.069870 0.52 -0.34 -1.58
H 0.273775 -2.039020 -3.051821 -0.37 -0.77 0.13
N 0.098399 -0.926429 -1.382461 0.60 -0.50 1.16
H 1.416620 1.024404 -0.546137 -0.07 -0.39 -0.06
C 0.887098 1.639658 0.169256 -1.29 -0.95 -0.96
C -1.325384 0.889266 0.893907 -3.51 2.51 0.49
H -1.672564 2.044582 0.840362 0.65 -2.43 0.57
H -0.835528 -2.920817 -1.058078 1.13 2.35 0.07
H -0.711895 -1.709328 0.339863 0.10 0.67 0.10
C -0.461138 -1.832070 -0.700496 -1.31 -2.68 -0.80
H 0.049687 -0.487636 2.794360 -1.90 -1.32 1.49
N 0.422510 -1.123086 -2.670465 0.68 0.13 -1.71
H 1.372441 -0.846359 -2.956533 -0.87 0.41 0.79
H -2.082901 0.304774 1.463266 0.93 0.55 0.63
H 0.269355 2.324852 -0.442758 0.14 -0.34 0.57
```
Forces are in eV/Å.

Relative energy (zero: lowest compared OMol25 entry of this formula, charge and spin) (kcal per mole): 81.5
Net charge: 0



[6]
ORCA calculation (ωB97M-V/def2-TZVPD) on C9H21ClILuO6P2 as an isolated structure.

The geometry in XYZ format:
```
41
Properties=species:S:1:pos:R:3:forces:R:3
H -2.460989 2.156171 1.091880 0.20 0.06 0.19
O 1.151211 -2.021266 1.888254 -0.04 -0.69 0.40
H -1.302637 6.249301 -3.259664 0.08 -0.18 -0.02
C -1.661113 2.294439 1.833863 -0.11 0.13 -0.27
H 1.058932 1.531262 3.267681 -0.12 0.01 0.10
Cl 1.065916 -3.469997 2.676516 0.49 -1.78 0.90
P 1.398838 -1.609877 -1.569791 0.96 -0.97 -1.49
H -0.221292 1.565641 4.486884 -0.09 -0.01 -0.21
H 3.292564 -2.491427 -0.261104 -0.17 0.12 -0.18
C 1.379026 -0.527207 -3.035537 -0.20 0.21 -0.12
H -0.850771 2.852636 1.339708 -0.23 -0.13 0.15
O 2.253778 -3.540863 3.469227 -1.38 0.59 -1.18
H 3.779065 -2.157094 -1.926927 -0.20 0.09 -0.02
H -2.209812 5.783936 -4.728962 0.20 -0.26 0.28
O -1.916625 -3.053872 0.573552 3.03 4.18 -0.53
C -1.711521 4.144465 -3.465281 -3.47 -1.40 -1.36
C -1.392913 5.500029 -4.051052 0.14 -0.08 0.13
H -0.453761 5.465983 -4.610111 -0.04 -0.06 0.18
H 1.010151 -3.978551 -1.183493 0.00 0.30 -0.25
C 0.198300 0.975658 3.665852 0.34 -0.09 -0.09
Lu 0.608824 -0.541749 0.693252 0.68 -0.17 0.51
H -2.798290 0.295925 4.060910 0.32 0.01 -0.39
H -2.047755 2.903367 2.661789 0.13 -0.32 -0.07
H 1.521078 -3.720089 -2.874281 -0.10 0.40 0.29
H -0.140582 -3.301058 -2.365550 0.33 -0.04 0.04
H 3.587438 -0.821536 -0.784208 0.01 -0.11 -0.11
P -1.041447 0.658169 2.343115 -0.96 0.82 1.58
H 1.699568 0.485094 -2.744183 -0.07 -0.28 -0.10
C -1.221713 -2.132304 0.474673 -3.43 -4.42 0.41
O -0.141107 -3.418326 3.445267 0.96 0.64 -0.90
C -2.363823 -0.255754 3.210878 -0.29 -0.34 -0.19
I -0.274555 3.235647 -2.044314 0.44 0.07 0.23
O 1.006876 -4.464939 1.639329 0.10 1.61 0.64
H 2.022628 -0.872671 -3.855412 -0.12 -0.10 0.33
C 3.168473 -1.788397 -1.096579 0.08 0.15 0.32
H -1.965400 -1.211826 3.591989 -0.06 0.35 -0.17
O -2.694430 3.480481 -3.693695 2.77 1.71 0.74
H 0.346206 -0.448072 -3.404988 0.27 -0.01 0.07
C 0.915496 -3.304235 -2.052081 -0.44 -0.20 0.05
H -3.170504 -0.484985 2.496535 0.20 0.08 0.26
H 0.576670 0.037892 4.096059 -0.18 0.12 -0.18
```
Forces are in eV/Å.

Net charge: +2



For the records above, the corresponding total energy values read -64004.7955 -6591.6561 -51191.4730 -37456.8555 -8356.6038 -94757.4954 eV.